No. 1
Here is a structure of composition C41H67BrF3IrN2OSbSi2 from the OMol25 dataset. Energies are from wB97M-V/def2-TZVPD.

Each line ends with the Löwdin charge.
Geometry (Å):
1 Ir 1.055 -0.508 -0.112  0.861
2 C -3.243 5.532 -0.980  -0.037
3 C -3.633 4.700 0.248  -0.556
4 C -4.947 3.957 -0.029  -0.039
5 C -3.849 5.646 1.430  -0.055
6 C -2.534 3.677 0.531  -0.149
7 C -2.204 2.735 -0.437  -0.067
8 C -1.227 1.815 -0.131  -0.481
9 Br -0.814 0.493 -1.464  1.025
10 C -0.527 1.729 1.072  -0.359
11 O 0.321 0.709 1.315  -0.380
12 C -0.800 2.723 2.029  -0.071
13 C -1.815 3.634 1.721  0.042
14 C -0.080 2.915 3.373  -0.522
15 C 1.170 2.049 3.567  -0.051
16 C -1.056 2.608 4.516  -0.024
17 C 0.386 4.378 3.478  -0.035
18 H -4.009 6.280 -1.186  0.094
19 H -3.142 4.913 -1.873  0.078
20 H -2.298 6.052 -0.818  0.094
21 H -5.754 4.670 -0.202  0.093
22 H -5.228 3.328 0.818  0.092
23 H -4.874 3.324 -0.915  0.077
24 H -4.638 6.355 1.183  0.094
25 H -2.952 6.223 1.659  0.091
26 H -4.159 5.111 2.329  0.092
27 H -2.696 2.716 -1.400  0.116
28 H -2.045 4.376 2.470  0.098
29 H 0.934 0.988 3.578  0.051
30 H 1.621 2.311 4.526  0.095
31 H 1.910 2.230 2.785  0.083
32 H -1.380 1.564 4.485  0.078
33 H -1.947 3.234 4.471  0.088
34 H -0.574 2.781 5.479  0.096
35 H 1.024 4.645 2.634  0.097
36 H 0.960 4.515 4.396  0.093
37 H -0.443 5.083 3.508  0.081
38 C -0.879 -3.071 -3.364  -0.154
39 Si -0.441 -1.597 -4.452  0.470
40 C 0.121 -2.178 -6.141  -0.153
41 C -1.940 -0.511 -4.714  -0.178
42 C 0.986 -0.698 -3.564  -0.289
43 C 1.931 -1.601 -2.907  -0.371
44 C 2.704 -2.415 -3.753  -0.019
45 C 3.698 -3.227 -3.264  -0.002
46 C 3.919 -3.235 -1.892  -0.029
47 C 3.121 -2.448 -1.105  -0.148
48 N 2.132 -1.640 -1.562  -0.067
49 Si 1.768 0.978 -4.006  0.471
50 C 2.766 1.570 -2.519  -0.173
51 C 2.941 0.611 -5.415  -0.153
52 C 0.536 2.298 -4.495  -0.153
53 H -1.933 -3.337 -3.464  0.048
54 H -0.684 -2.853 -2.308  -0.008
55 H -0.292 -3.953 -3.623  0.049
56 H -0.724 -2.670 -6.629  0.050
57 H 0.938 -2.899 -6.121  0.029
58 H 0.418 -1.342 -6.777  0.040
59 H -2.696 -1.136 -5.198  0.049
60 H -1.748 0.324 -5.385  0.030
61 H -2.384 -0.122 -3.798  -0.001
62 H 2.520 -2.360 -4.815  0.105
63 H 4.292 -3.838 -3.931  0.130
64 H 4.682 -3.846 -1.434  0.123
65 H 3.259 -2.469 -0.036  0.092
66 H 3.630 0.932 -2.322  0.037
67 H 2.135 1.623 -1.620  -0.006
68 H 3.124 2.589 -2.675  0.052
69 H 3.642 -0.191 -5.178  0.031
70 H 3.527 1.499 -5.660  0.050
71 H 2.389 0.328 -6.313  0.039
72 H 0.415 3.039 -3.702  0.038
73 H -0.451 1.903 -4.730  0.009
74 H 0.898 2.822 -5.381  0.047
75 C -3.201 -3.433 -0.114  -0.115
76 C -2.485 -2.088 -0.134  -0.543
77 C -3.419 -0.945 0.261  -0.123
78 Sb -0.638 -2.079 1.016  1.626
79 C -1.152 -1.464 3.026  -0.495
80 C -2.406 -2.211 3.487  -0.106
81 C -0.048 -1.672 4.053  -0.121
82 C 0.142 -4.098 1.193  -0.515
83 C -0.810 -5.060 1.903  -0.107
84 C 0.576 -4.673 -0.149  -0.123
85 H -4.114 -3.339 -0.706  0.099
86 H -3.502 -3.736 0.889  0.076
87 H -2.606 -4.231 -0.559  0.068
88 H -2.115 -1.912 -1.142  0.008
89 H -3.973 -1.170 1.169  0.074
90 H -4.160 -0.818 -0.532  0.100
91 H -2.926 0.019 0.405  0.045
92 H -1.359 -0.399 2.915  0.073
93 H -2.208 -3.264 3.674  0.068
94 H -3.247 -2.140 2.806  0.053
95 H -2.723 -1.774 4.437  0.100
96 H 0.209 -2.730 4.160  0.085
97 H -0.412 -1.335 5.026  0.100
98 H 0.855 -1.104 3.843  0.039
99 H 1.005 -3.960 1.850  0.065
100 H -1.769 -5.151 1.399  0.065
101 H -0.986 -4.797 2.944  0.064
102 H -0.348 -6.050 1.898  0.098
103 H -0.295 -4.949 -0.747  0.077
104 H 1.155 -5.584 0.017  0.098
105 H 1.182 -3.992 -0.743  0.037
106 F 6.152 1.047 4.237  0.175
107 C 5.824 -0.235 4.081  -0.597
108 F 6.900 -0.895 3.639  0.179
109 F 5.483 -0.735 5.269  0.172
110 C 4.689 -0.384 3.085  -0.057
111 C 3.781 -1.421 3.201  0.058
112 C 2.779 -1.539 2.261  -0.119
113 N 2.640 -0.686 1.240  -0.108
114 C 3.541 0.309 1.122  -0.074
115 C 4.571 0.492 2.019  0.057
116 H 3.839 -2.130 4.015  0.145
117 H 2.078 -2.357 2.313  0.080
118 H 3.410 0.984 0.289  0.110
119 H 5.255 1.318 1.887  0.145

Summary:
* expectation value of S²: 0.754
* energy above the lowest of the compared OMol25 structures with the same formula, charge and spin: 0.000 eV
* E_HOMO (alpha / beta): -12.784 / -12.793 eV
* LUMO energy (alpha / beta): -0.2423 / -0.2428 Eh
* HOMO-LUMO gap (alpha / beta): 0.2275 / 0.2273 hartree
* charge: +2
* spin multiplicity: 2

=====

No. 2
Here is a cluster of 8 separate species, C41H68B2F9N5O25PSi in total from the OMol25 dataset. Energies are from wB97M-V/def2-TZVPD.

Each line ends with the Löwdin charge.
Geometry (Å):
1 C 0.826 -4.895 -1.036  -0.067
2 C 0.306 -3.537 -1.482  -0.223
3 N 1.385 -2.549 -1.679  0.055
4 C 1.524 -1.582 -0.647  -0.363
5 F 1.458 -2.202 0.612  0.062
6 C 0.385 -0.560 -0.712  -0.222
7 O -0.144 -0.514 -1.996  -0.069
8 C -1.434 0.097 -2.046  -0.144
9 C -2.578 -0.859 -1.700  -0.313
10 C -3.660 -0.852 -2.790  -0.048
11 C -3.137 -0.707 -0.271  -0.145
12 C -3.452 0.702 0.231  -0.412
13 C -4.289 1.534 -0.735  -0.059
14 C -4.138 0.613 1.610  -0.048
15 N 0.770 0.798 -0.247  0.196
16 B 0.667 0.850 1.268  -0.756
17 O 1.765 1.034 2.068  0.177
18 O -0.576 0.691 1.829  0.189
19 C 1.987 1.222 -0.749  -0.341
20 N 2.282 2.502 -0.635  0.016
21 B 3.588 3.154 -1.070  -0.755
22 O 3.463 4.138 -2.014  0.167
23 N 4.839 2.759 -0.514  -0.039
24 C 5.962 3.499 -1.132  -0.059
25 C 4.913 3.017 0.949  -0.035
26 P 1.101 3.611 0.124  1.016
27 C 1.991 5.178 0.375  -0.235
28 C -0.209 3.881 -1.104  -0.218
29 N 2.882 0.397 -1.382  0.059
30 Si 2.859 0.505 -3.211  0.595
31 C 2.917 -1.123 -4.106  -0.153
32 C 1.424 1.559 -3.818  -0.125
33 C 4.436 1.427 -3.689  -0.138
34 C 2.911 -0.926 -0.769  -0.227
35 F 3.508 -0.793 0.460  0.075
36 H 1.213 -4.831 -0.020  0.079
37 H 1.580 -5.251 -1.730  0.058
38 H -0.013 -5.586 -1.012  0.078
39 H -0.485 -3.175 -0.831  0.109
40 H -0.162 -3.684 -2.457  0.119
41 H 2.260 -3.063 -1.702  0.120
42 H -0.403 -0.914 -0.043  0.145
43 H -1.553 0.403 -3.084  0.130
44 H -1.460 1.012 -1.456  0.096
45 H -2.134 -1.857 -1.744  0.123
46 H -3.355 -1.445 -3.648  0.084
47 H -3.840 0.160 -3.151  0.070
48 H -4.614 -1.193 -2.398  0.080
49 H -4.059 -1.291 -0.230  0.122
50 H -2.455 -1.196 0.429  0.104
51 H -2.510 1.234 0.382  0.095
52 H -5.234 1.056 -0.977  0.058
53 H -3.729 1.747 -1.646  0.065
54 H -4.466 2.508 -0.275  0.086
55 H -4.102 -0.394 2.018  0.079
56 H -3.609 1.250 2.319  0.075
57 H -5.165 0.965 1.573  0.062
58 H 2.036 1.953 2.079  0.067
59 H -0.623 -0.153 2.290  0.132
60 H 2.847 3.896 -2.710  0.095
61 H 6.902 3.121 -0.738  0.088
62 H 5.936 4.563 -0.895  0.097
63 H 5.989 3.371 -2.208  0.079
64 H 4.036 2.618 1.451  0.074
65 H 5.821 2.564 1.333  0.101
66 H 4.965 4.092 1.145  0.082
67 H 2.310 5.689 -0.530  0.052
68 H 1.259 5.809 0.877  0.057
69 H 2.813 4.999 1.061  0.036
70 H 0.127 3.867 -2.141  0.044
71 H -0.736 4.805 -0.888  0.058
72 H -0.913 3.060 -0.988  0.018
73 H 3.586 -1.859 -3.664  0.038
74 H 3.339 -0.896 -5.087  0.046
75 H 1.937 -1.568 -4.240  0.037
76 H 0.638 1.728 -3.086  0.008
77 H 1.807 2.542 -4.102  0.029
78 H 0.991 1.136 -4.721  0.055
79 H 4.199 2.353 -4.207  0.040
80 H 5.052 0.816 -4.346  0.043
81 H 5.052 1.658 -2.823  0.012
82 H 3.550 -1.600 -1.337  0.152
83 C 0.319 -8.988 -2.891  -0.037
84 C 1.685 -9.636 -2.912  -0.299
85 O 2.444 -8.721 -3.682  0.139
86 C 1.886 -7.490 -3.526  -0.554
87 O 2.405 -6.468 -3.818  0.175
88 O 0.654 -7.596 -2.972  0.056
89 F 1.672 -10.840 -3.535  0.073
90 H -0.271 -9.271 -3.763  0.148
91 H -0.246 -9.198 -1.988  0.143
92 H 2.148 -9.751 -1.931  0.178
93 C -9.759 1.161 0.740  -0.032
94 C -8.796 0.917 1.877  -0.292
95 O -7.869 0.011 1.303  0.125
96 C -7.851 0.240 -0.040  -0.548
97 O -7.014 -0.165 -0.774  0.158
98 O -8.902 1.002 -0.404  0.087
99 F -9.390 0.320 2.944  0.063
100 H -10.545 0.405 0.713  0.152
101 H -10.204 2.147 0.766  0.108
102 H -8.269 1.808 2.220  0.178
103 C 7.657 5.848 3.863  -0.035
104 C 7.071 6.846 2.890  -0.316
105 O 7.709 6.492 1.673  0.131
106 C 8.020 5.167 1.742  -0.558
107 O 8.339 4.502 0.816  0.169
108 O 7.905 4.720 3.012  0.073
109 F 7.385 8.122 3.204  0.086
110 H 8.599 6.200 4.287  0.136
111 H 6.979 5.585 4.670  0.145
112 H 5.989 6.772 2.762  0.168
113 C 12.331 7.897 5.201  -0.046
114 C 13.168 6.637 5.236  -0.314
115 O 12.528 5.877 6.248  0.138
116 C 11.222 6.253 6.280  -0.558
117 O 10.359 5.653 6.824  0.180
118 O 11.041 7.406 5.590  0.058
119 F 14.447 6.882 5.601  0.084
120 H 12.680 8.624 5.936  0.146
121 H 12.288 8.363 4.221  0.140
122 H 13.169 6.066 4.306  0.174
123 C 4.250 -13.927 -5.293  -0.049
124 C 3.130 -13.397 -4.425  -0.327
125 O 3.304 -14.130 -3.227  0.132
126 C 4.628 -14.453 -3.128  -0.549
127 O 5.157 -14.835 -2.145  0.192
128 O 5.246 -14.256 -4.320  0.073
129 F 1.907 -13.670 -4.945  0.076
130 H 3.946 -14.828 -5.827  0.145
131 H 4.630 -13.197 -6.002  0.140
132 H 3.194 -12.335 -4.207  0.148
133 C -14.207 4.176 0.511  -0.039
134 C -13.435 5.332 -0.087  -0.309
135 O -12.315 5.426 0.783  0.142
136 C -12.095 4.194 1.303  -0.553
137 O -11.104 3.866 1.869  0.160
138 O -13.153 3.386 1.083  0.075
139 F -14.130 6.489 -0.047  0.087
140 H -14.878 4.513 1.302  0.148
141 H -14.766 3.602 -0.221  0.142
142 H -13.082 5.165 -1.105  0.175
143 C -8.878 -1.462 5.383  -0.054
144 C -9.839 -0.883 6.396  -0.314
145 O -9.487 -1.576 7.579  0.133
146 C -8.170 -1.923 7.479  -0.550
147 O -7.497 -2.286 8.379  0.190
148 O -7.744 -1.778 6.199  0.070
149 F -11.132 -1.150 6.087  0.076
150 H -9.273 -2.376 4.938  0.149
151 H -8.610 -0.765 4.598  0.110
152 H -9.731 0.190 6.563  0.174

Summary:
* E_HOMO: -11.623 eV
* LUMO energy: -0.0952 Eh
* HOMO-LUMO gap: 0.3319 hartree
* charge: +1
* spin multiplicity: 1

=====

No. 3
Here is a structure of composition C41H68ClF3N10O6PS from the OMol25 dataset. Energies are from wB97M-V/def2-TZVPD.

Each line ends with the Löwdin charge.
Geometry (Å):
1 C 0.982 7.145 -0.268  -0.077
2 C 0.503 6.713 -1.799  -0.319
3 O 1.711 6.705 -2.654  -0.114
4 C -0.165 5.193 -1.629  -0.097
5 O 0.132 4.448 -2.893  -0.144
6 N 0.550 3.203 -2.613  -0.272
7 C -0.297 2.108 -2.395  -0.093
8 N -1.806 2.239 -2.450  0.130
9 C -2.303 1.096 -3.299  -0.243
10 C -3.906 1.045 -3.585  -0.100
11 C -4.747 2.409 -3.276  -0.210
12 O -4.849 2.778 -1.853  -0.190
13 C -5.958 3.755 -1.691  -0.092
14 C -5.494 5.163 -0.963  -0.192
15 F -4.041 5.437 -1.079  0.001
16 F -6.194 6.284 -1.696  -0.020
17 F -6.025 5.189 0.418  0.016
18 C -1.919 -0.299 -2.493  -0.186
19 C -2.605 -0.408 -0.993  -0.105
20 C -1.944 0.392 0.261  0.002
21 C -2.773 0.076 1.624  -0.036
22 C -4.068 -0.868 1.571  -0.103
23 N -4.711 -1.615 0.454  0.031
24 C -3.893 -1.332 -0.757  -0.077
25 C -0.286 -0.415 -2.506  -0.292
26 C 0.239 -1.708 -1.584  -0.208
27 S 2.118 -1.835 -1.640  0.828
28 O 2.647 -1.152 -2.956  -0.453
29 O 2.640 -3.317 -1.721  -0.495
30 N 0.458 0.814 -2.046  0.031
31 P 2.352 2.985 -2.525  0.763
32 O 2.936 3.760 -4.012  -0.367
33 Cl 3.184 3.999 -0.857  0.218
34 H 1.706 8.070 -0.288  0.106
35 H 1.578 6.229 0.162  0.052
36 H 0.026 7.291 0.397  0.101
37 H -0.328 7.454 -2.213  0.164
38 H 2.493 6.723 -1.996  0.099
39 H -1.324 5.350 -1.457  0.137
40 H 0.327 4.651 -0.705  0.116
41 H -2.125 3.174 -2.777  0.130
42 H -1.622 1.087 -4.279  0.174
43 H -4.039 0.822 -4.750  0.146
44 H -4.480 0.153 -3.044  0.124
45 H -5.829 2.256 -3.759  0.144
46 H -4.250 3.271 -3.926  0.142
47 H -6.436 4.081 -2.734  0.121
48 H -6.790 3.233 -1.026  0.147
49 H -2.347 -1.187 -3.125  0.157
50 H -1.010 1.096 0.249  0.085
51 H -2.421 0.544 2.649  0.098
52 H -4.632 -1.010 2.616  0.098
53 H -4.279 -1.908 -1.732  0.120
54 H 0.038 -0.683 -3.619  0.172
55 H -0.191 -2.690 -2.104  0.147
56 H -0.171 -1.670 -0.484  0.110
57 H 2.730 -1.257 -0.490  0.092
58 H 0.722 0.788 -1.037  0.118
59 H 2.315 3.510 -4.783  0.059
60 C -6.541 0.000 6.724  -0.114
61 C -6.846 0.488 5.312  -0.281
62 C -7.736 -0.477 4.528  -0.196
63 C -7.042 -1.823 4.395  -0.172
64 N -6.466 -2.940 4.286  0.109
65 H -5.984 -0.942 6.715  0.070
66 H -5.927 0.734 7.256  0.074
67 H -7.464 -0.150 7.296  0.080
68 H -5.900 0.640 4.777  0.101
69 H -7.342 1.464 5.372  0.110
70 H -7.937 -0.077 3.528  0.112
71 H -8.696 -0.616 5.037  0.118
72 C 5.800 2.734 -8.287  -0.112
73 C 6.036 3.104 -6.827  -0.272
74 C 5.570 2.019 -5.854  -0.181
75 C 4.077 1.788 -6.020  -0.151
76 N 2.838 1.596 -6.158  0.104
77 H 4.734 2.608 -8.505  0.070
78 H 6.174 3.524 -8.945  0.077
79 H 6.317 1.802 -8.545  0.080
80 H 5.516 4.046 -6.611  0.112
81 H 7.106 3.286 -6.675  0.113
82 H 5.774 2.326 -4.823  0.113
83 H 6.103 1.081 -6.041  0.122
84 C 4.988 -5.278 2.177  -0.124
85 C 5.279 -6.465 1.265  -0.275
86 C 5.779 -6.045 -0.118  -0.182
87 C 4.723 -5.198 -0.810  -0.038
88 N 3.848 -4.495 -1.384  0.062
89 H 4.190 -4.646 1.776  0.065
90 H 4.662 -5.626 3.162  0.055
91 H 5.883 -4.659 2.313  0.077
92 H 4.367 -7.067 1.164  0.114
93 H 6.034 -7.102 1.740  0.091
94 H 5.986 -6.930 -0.728  0.113
95 H 6.706 -5.467 -0.033  0.117
96 C 4.950 -9.165 6.166  -0.108
97 C 5.376 -9.270 4.705  -0.274
98 C 6.759 -8.671 4.443  -0.183
99 C 6.754 -7.194 4.802  -0.112
100 N 6.751 -5.968 5.100  0.141
101 H 4.864 -8.122 6.488  0.069
102 H 3.970 -9.631 6.311  0.076
103 H 5.669 -9.670 6.822  0.083
104 H 4.628 -8.766 4.081  0.106
105 H 5.381 -10.326 4.412  0.112
106 H 7.023 -8.783 3.387  0.105
107 H 7.520 -9.185 5.040  0.122
108 C -9.439 6.441 -4.731  -0.110
109 C -9.808 5.215 -5.562  -0.275
110 C -10.478 4.116 -4.736  -0.184
111 C -9.533 3.646 -3.643  -0.120
112 N -8.749 3.257 -2.735  0.121
113 H -8.710 6.196 -3.953  0.061
114 H -8.990 7.210 -5.367  0.077
115 H -10.326 6.870 -4.251  0.082
116 H -8.900 4.823 -6.037  0.111
117 H -10.485 5.522 -6.367  0.113
118 H -10.735 3.267 -5.379  0.116
119 H -11.402 4.487 -4.280  0.121
120 C 7.803 -2.623 9.419  -0.120
121 C 7.978 -3.015 7.956  -0.279
122 C 7.065 -4.168 7.535  -0.222
123 C 7.377 -5.400 8.368  -0.177
124 N 7.636 -6.423 9.059  0.095
125 H 8.068 -3.444 10.092  0.070
126 H 8.453 -1.778 9.667  0.071
127 H 6.768 -2.328 9.625  0.076
128 H 9.026 -3.289 7.785  0.112
129 H 7.767 -2.143 7.326  0.106
130 H 7.218 -4.401 6.476  0.048
131 H 6.013 -3.896 7.674  0.115

Summary:
* E_HOMO: -10.029 eV
* LUMO energy: -0.1455 Eh
* HOMO-LUMO gap: 0.2231 hartree
* charge: +1
* spin multiplicity: 1

=====

| no. | calculated total energy (hartree) | maximum force (eV/Å) |
| --- | --- | --- |
| 1 | -5583.964583 | 0.6 |
| 2 | -5337.370064 | 2.2 |
| 3 | -4100.283134 | 16.7 |